{
  "formula": "C47H105HgN5O",
  "method": "ωB97M-V/def2-TZVPD",
  "symbols": ["Hg", "C", "C", "O", "H", "H", "H", "H", "H", "C", "C", "C", "N", "C", "C", "C", "C", "C", "C", "H", "H", "H", "H", "H", "H", "H", "H", "H", "H", "H", "H", "H", "H", "H", "H", "H", "H", "H", "H", "C", "C", "C", "N", "C", "C", "C", "C", "C", "C", "H", "H", "H", "H", "H", "H", "H", "H", "H", "H", "H", "H", "H", "H", "H", "H", "H", "H", "H", "H", "C", "C", "C", "N", "C", "C", "C", "C", "C", "C", "H", "H", "H", "H", "H", "H", "H", "H", "H", "H", "H", "H", "H", "H", "H", "H", "H", "H", "H", "H", "C", "C", "C", "N", "C", "C", "C", "C", "C", "C", "H", "H", "H", "H", "H", "H", "H", "H", "H", "H", "H", "H", "H", "H", "H", "H", "H", "H", "H", "H", "C", "C", "C", "N", "C", "C", "C", "C", "C", "C", "H", "H", "H", "H", "H", "H", "H", "H", "H", "H", "H", "H", "H", "H", "H", "H", "H", "H", "H", "H"],
  "coordinates": [[-6.772143, 2.446569, 1.238894], [0.752917, 0.384209, 1.408364], [-0.469053, 0.733149, 2.145854], [-1.429153, 1.530879, 1.443324], [1.222167, -0.497231, 1.845374], [1.487727, 1.165999, 1.600614], [0.764477, 0.137799, 0.346634], [-0.187653, 1.246499, 3.065304], [-0.908943, -0.221391, 2.434734], [1.830707, 7.207489, -2.623736], [1.560547, 7.620599, -1.076496], [1.671057, 9.114139, -0.784836], [0.987377, 9.550439, 0.531554], [-0.557163, 9.512569, 0.349594], [-1.294203, 10.095879, 1.652574], [-0.959213, 11.553119, 1.657134], [0.592237, 11.695979, 1.825754], [1.413857, 11.018069, 0.753034], [1.284977, 8.601089, 1.697904], [1.404547, 6.297969, -3.047106], [2.858057, 7.350029, -2.958896], [1.369757, 7.907339, -3.320756], [2.097107, 6.883469, -0.479146], [0.538007, 7.279039, -0.915666], [1.154197, 9.550669, -1.639466], [2.738287, 9.331449, -0.828556], [-0.844043, 10.166499, -0.473916], [-0.873993, 8.473979, 0.254474], [-2.365093, 9.921309, 1.548534], [-1.173493, 9.621749, 2.626604], [-1.225533, 12.013539, 0.705714], [-1.476543, 12.057249, 2.473424], [0.850257, 12.754789, 1.846694], [0.927947, 11.322499, 2.793184], [1.141677, 11.555359, -0.155446], [2.495827, 11.114209, 0.843594], [1.088977, 9.081319, 2.656584], [2.271727, 8.164849, 1.542594], [0.619477, 7.758329, 1.510894], [1.720067, 2.067299, 16.416804], [1.523297, 0.974289, 15.286494], [0.014857, 0.944419, 14.978324], [-0.306263, 0.052449, 13.704844], [0.328727, 0.572679, 12.377684], [-0.425653, -0.158991, 11.214534], [-1.904963, -0.015851, 11.275234], [-2.420373, -0.867971, 12.404304], [-1.938533, -0.133251, 13.694354], [0.270517, -1.329381, 13.971354], [2.369727, 1.688969, 17.206044], [0.772837, 2.247849, 16.925014], [2.042337, 3.048109, 16.067164], [1.907157, -0.027501, 15.479264], [2.105547, 1.286869, 14.419664], [-0.402473, 1.892549, 14.639234], [-0.628153, 0.599559, 15.788084], [-0.007833, 1.609219, 12.398204], [1.415847, 0.630609, 12.431664], [-0.029943, 0.246569, 10.283394], [-0.260003, -1.236241, 11.200454], [-2.169863, 1.017019, 11.501304], [-2.390663, -0.188831, 10.314894], [-3.504993, -0.892531, 12.509634], [-2.067833, -1.898341, 12.357844], [-2.479363, 0.810489, 13.764724], [-2.167723, -0.661361, 14.619924], [-0.221103, -2.108471, 13.388774], [-0.010253, -1.596951, 14.990024], [1.350337, -1.230501, 13.860364], [-5.104753, -11.228941, 6.920694], [-4.341433, -10.135631, 6.136004], [-5.083223, -9.906481, 4.816804], [-4.687293, -8.642451, 4.104644], [-3.185083, -8.734811, 3.758694], [-2.716533, -7.614891, 2.823524], [-3.493113, -7.602431, 1.542654], [-4.956643, -7.460041, 1.846484], [-5.522263, -8.488371, 2.757614], [-4.934693, -7.316001, 4.934724], [-4.590203, -11.610201, 7.802724], [-5.349763, -12.180881, 6.449654], [-6.057603, -10.798721, 7.229014], [-3.309523, -10.395441, 5.899874], [-4.459773, -9.262791, 6.778074], [-6.130323, -9.678861, 5.016454], [-4.914363, -10.741491, 4.136854], [-2.950293, -9.606651, 3.148064], [-2.685473, -8.764561, 4.726994], [-1.639963, -7.730671, 2.698324], [-2.892653, -6.618861, 3.229704], [-3.242513, -8.470481, 0.932924], [-3.039763, -6.875781, 0.868434], [-5.466303, -7.557101, 0.887874], [-5.215673, -6.446191, 2.151624], [-5.401163, -9.476081, 2.312824], [-6.518503, -8.147741, 3.039734], [-4.161103, -7.270281, 5.701264], [-5.880023, -7.351501, 5.476184], [-4.978423, -6.485531, 4.230094], [8.105797, 0.464539, -5.200656], [8.904237, 0.301249, -6.522816], [8.587617, -0.952221, -7.387446], [9.473217, -1.146141, -8.668216], [8.795237, -2.192001, -9.587416], [9.611747, -2.434371, -10.841546], [9.866767, -1.216561, -11.718296], [10.500997, -0.150111, -10.825626], [9.751507, 0.181979, -9.503816], [10.806917, -1.781171, -8.164426], [8.120087, -0.471451, -4.642246], [7.038657, 0.491979, -5.420986], [8.415197, 1.340939, -4.631196], [9.908797, 0.269569, -6.100986], [8.835437, 1.218639, -7.107416], [7.506117, -0.893221, -7.509906], [8.761847, -1.878461, -6.839886], [7.828487, -1.760591, -9.847016], [8.571947, -3.046831, -8.949066], [9.259507, -3.328901, -11.355206], [10.618517, -2.708061, -10.525926], [8.886077, -0.881571, -12.056116], [10.441487, -1.498361, -12.600556], [10.402147, 0.717939, -11.477406], [11.556687, -0.345311, -10.637146], [8.737087, 0.490269, -9.756836], [10.358207, 0.816919, -8.858166], [11.168627, -1.248361, -7.285006], [11.542097, -1.602031, -8.948976], [10.753787, -2.865591, -8.067966], [-8.093943, -2.185851, -11.174146], [-7.029523, -1.054871, -11.161806], [-5.968493, -1.312201, -10.142396], [-4.647543, -0.447241, -10.165646], [-3.561773, -0.775701, -9.083656], [-3.952373, -0.248851, -7.712186], [-4.237033, 1.278849, -7.719816], [-5.261843, 1.643919, -8.807256], [-4.931283, 1.097159, -10.184266], [-3.859663, -0.677811, -11.483926], [-7.603953, -3.145461, -11.338886], [-8.763413, -1.936141, -11.997286], [-8.666823, -2.186491, -10.246836], [-7.490243, -0.107001, -10.883656], [-6.625373, -1.043031, -12.174046], [-5.618573, -2.343791, -10.180706], [-6.291043, -1.224791, -9.104886], [-3.478473, -1.854371, -9.216396], [-2.625393, -0.246561, -9.260576], [-4.774293, -0.842911, -7.312646], [-3.205833, -0.545721, -6.975546], [-4.545483, 1.620009, -6.731596], [-3.301023, 1.735099, -8.042006], [-6.208823, 1.213079, -8.482136], [-5.457393, 2.715929, -8.832806], [-5.705073, 1.366109, -10.903306], [-4.038693, 1.663849, -10.449276], [-3.995423, -1.754351, -11.587516], [-2.865713, -0.257961, -11.638476], [-4.474783, -0.279951, -12.291036]],
  "forces_ev_per_angstrom": [[0.0, 0.0, 0.0], [1.9, -1.1, -0.6], [-1.5, 3.5, -3.1], [2.2, -2.5, 2.2], [-0.1, -0.1, 0.3], [0.1, 0.4, -0.2], [-0.7, 0.5, 0.0], [-0.7, 0.1, 0.9], [-1.2, -0.6, 0.5], [-0.1, 1.9, 0.1], [-1.0, -2.2, -1.9], [-0.1, -1.7, -0.2], [-0.2, 0.3, -0.6], [-0.3, 0.1, 2.5], [-0.2, -0.5, -1.6], [1.4, 0.3, 0.6], [-0.3, 0.1, 0.9], [-1.1, 0.2, -0.5], [0.0, -0.1, -1.5], [0.3, -0.5, 1.0], [0.3, -0.6, 0.6], [-0.5, 0.6, 0.4], [0.7, 0.7, 0.3], [-0.4, 0.3, 0.0], [0.0, 0.7, 0.4], [-0.2, 0.8, 0.5], [0.2, -0.3, -0.1], [0.3, 0.1, -0.6], [-0.1, 0.2, -0.7], [1.0, -0.2, -0.2], [-0.3, 0.1, 0.1], [0.1, 0.2, -0.1], [0.1, 0.0, -0.2], [-0.3, 0.0, 0.3], [0.1, -0.4, -0.5], [-0.1, -0.4, 0.4], [0.3, -0.1, -0.3], [0.2, 0.6, 0.5], [-0.1, 0.1, 0.5], [-0.3, -1.1, 0.1], [-0.6, 1.4, 0.3], [0.3, -0.4, -2.2], [-0.8, -1.1, 1.1], [-3.0, 0.2, 0.8], [1.8, 0.3, -0.1], [-1.1, 0.7, -0.1], [0.1, 0.8, 1.6], [1.3, -0.7, -0.7], [-0.8, 0.5, 0.6], [0.2, 0.2, -0.2], [-0.2, -0.1, 0.0], [0.2, -0.3, -0.2], [-0.1, 0.2, 0.8], [-0.2, 0.2, -0.2], [0.4, 0.4, 0.3], [0.3, -0.3, 0.0], [0.0, 0.2, -0.4], [-0.2, -0.8, 0.0], [0.1, 0.0, 0.0], [0.7, 0.0, 0.0], [-0.1, 0.3, 0.0], [0.2, -0.5, 0.0], [-0.1, 0.0, -0.3], [0.0, 0.0, 0.0], [0.7, 0.4, -0.1], [0.3, -0.2, -0.1], [0.5, 0.4, -0.5], [0.4, 0.2, 0.2], [-0.2, -0.5, -0.1], [-0.1, -0.4, 0.3], [-1.0, -0.8, -0.2], [-0.4, 1.1, 0.7], [0.6, 1.8, -1.3], [-0.4, 1.0, -0.4], [0.0, 0.5, 1.0], [1.4, -0.6, -0.7], [0.0, 0.8, -1.6], [1.2, -0.5, 1.5], [0.2, -1.7, -0.3], [0.2, 0.7, 0.2], [0.1, 0.3, -0.9], [0.0, -0.1, 0.2], [0.0, 0.0, 0.5], [0.6, 0.2, -0.2], [-0.3, -0.9, 0.0], [-0.3, 0.1, -0.1], [-0.6, -0.7, 0.6], [0.2, 0.0, -0.3], [0.0, 0.0, -0.1], [0.3, 0.0, 0.6], [-0.5, -0.7, 0.3], [-0.6, 0.8, 0.2], [-0.4, -0.2, 0.0], [0.2, 0.1, 0.3], [-0.7, 0.0, 0.0], [-0.1, -0.9, 0.1], [0.1, 0.3, -0.4], [-0.2, -0.4, -0.3], [0.4, -0.2, 0.3], [-1.2, -1.2, -1.3], [1.0, -0.1, 0.7], [0.5, 0.7, 0.7], [0.2, -0.4, 0.6], [-0.3, 1.3, 0.2], [1.3, -1.0, 0.3], [-1.4, -0.7, 1.2], [-0.4, 0.6, -0.5], [0.0, -2.4, -0.3], [-0.1, 1.2, -1.2], [0.7, 0.2, 0.5], [-0.2, 0.7, -0.1], [0.0, -0.3, -0.1], [0.5, -0.1, -0.7], [-0.1, -0.1, -0.1], [0.0, -0.2, -1.3], [0.1, 0.1, 0.2], [-0.1, 0.2, 0.0], [0.4, -0.2, -0.2], [-0.3, 0.2, -0.1], [0.1, -0.5, 0.2], [0.0, 0.4, -0.3], [0.2, 0.3, 0.2], [0.5, 0.6, 0.5], [0.0, 0.1, -0.1], [0.2, 0.6, 0.4], [-0.5, 0.2, -0.1], [-0.4, -0.2, 0.1], [0.0, 0.0, 0.1], [-0.5, 0.2, 0.4], [0.5, 0.9, 0.2], [-0.3, 0.1, 0.0], [2.0, -0.5, 1.4], [1.9, 2.7, -1.6], [-1.6, 0.4, 0.3], [-1.0, -0.7, 0.6], [0.5, -0.9, -1.1], [-1.1, -1.0, 1.1], [0.3, 0.1, 1.2], [-2.7, -1.0, -0.4], [-0.2, 0.0, 0.0], [-0.1, -0.4, 0.1], [0.0, -0.2, 0.0], [-0.2, 0.1, -0.6], [0.1, 0.4, 0.1], [0.3, -0.1, -0.3], [-0.4, 0.3, -0.1], [0.4, 0.1, 0.5], [-0.1, -0.2, -1.1], [-0.7, 0.3, -0.2], [0.6, 0.4, -0.3], [0.1, 0.1, -0.2], [0.3, 0.4, 0.5], [-0.3, 0.0, 0.0], [0.3, 0.0, -0.3], [0.0, -0.6, 0.0], [0.4, -0.7, -0.6], [1.1, -0.1, -0.3], [-0.1, -0.2, 1.0], [0.0, 0.2, 0.1]],
  "lumo_ev": -16.2,
  "total_charge": 6,
  "fmax_ev_per_a": 4.862,
  "gap_ev": 2.54
}